[1]
Molecular formula: C40H72BO44
Method: DFT, ωB97M-V/def2-TZVPD

```
157
Properties=species:S:1:pos:R:3:forces:R:3:lowdin_spin:R:1
O 1.147307 -0.279829 2.951754 -4.175 -0.455 -2.771 0.28
C 0.140182 -0.461656 2.238514 5.449 1.045 -0.255 0.06
O 0.006284 -0.338940 0.917340 0.126 0.038 3.527 0.06
B -1.307045 -0.881848 0.506098 0.384 -0.657 -2.327 0.00
O -1.824980 -1.608071 1.709157 1.019 1.523 1.498 0.05
C -1.135892 -1.230765 2.767405 -3.082 -3.716 2.318 0.06
O -1.345584 -1.635547 3.928858 1.126 1.945 -3.540 0.42
O -1.063862 -1.865041 -0.607608 0.439 0.303 2.212 0.00
C -1.766251 -1.475818 -1.624466 -0.075 -2.912 -4.715 0.00
O -1.806675 -2.047899 -2.735643 0.229 1.870 3.588 0.00
C -2.497916 -0.246519 -1.264450 -4.052 3.684 -4.050 0.00
O -2.122642 0.171545 -0.066825 -0.181 -0.616 0.931 0.00
O -3.297883 0.339859 -2.051741 3.146 -2.176 3.471 0.00
C -6.745234 -1.171371 4.471514 -0.873 -0.548 -2.204 0.00
O -5.612652 -0.980514 5.238193 0.061 1.159 1.245 0.00
C -4.763922 -1.945263 5.451948 1.036 -0.759 -0.122 0.00
O -4.657660 -2.959221 4.785830 0.048 0.657 0.934 0.00
O -3.999420 -1.538362 6.494293 -0.094 -0.650 0.006 0.00
C -2.933199 -2.406394 6.908624 0.170 -0.731 -0.614 0.00
H -7.372109 -0.283231 4.551096 -0.005 -0.310 0.404 0.00
H -7.258434 -2.120452 4.626360 -0.140 0.172 0.808 0.00
H -6.490001 -1.267795 3.416218 0.310 0.259 -0.231 0.00
H -2.104877 -2.284665 6.210639 0.119 0.052 0.206 0.00
H -3.222527 -3.456772 6.875470 -0.277 0.047 -0.168 0.00
H -2.608547 -2.224853 7.933191 -0.348 0.660 -0.203 0.00
C 2.083074 4.967066 -0.203260 1.142 0.588 -0.484 0.00
O 0.726839 4.529027 -0.121797 0.553 0.203 0.671 0.00
C -0.067590 4.580944 -1.180820 -1.133 -1.047 -1.142 0.00
O 0.202820 4.737823 -2.329485 1.085 0.680 -0.559 0.00
O -1.297182 4.261613 -0.781574 -0.169 -0.332 2.012 0.00
C -2.458902 4.089180 -1.592193 -0.084 0.747 0.806 0.00
H 2.527682 4.953896 0.791851 -0.589 0.049 -0.085 0.00
H 2.227082 5.952362 -0.646582 -0.757 0.343 0.241 0.00
H 2.791579 4.401592 -0.808529 -0.717 -0.911 -0.143 0.00
H -3.272121 4.210454 -0.876615 -0.032 0.099 0.093 0.00
H -2.572309 3.056124 -1.920860 0.421 0.277 -0.671 0.00
H -2.546600 4.924952 -2.286375 0.171 -0.658 -0.633 0.00
C -0.204770 -3.247754 -5.023249 -0.404 0.983 0.481 0.00
O 0.839345 -3.771530 -4.174354 -1.351 -0.601 0.210 0.00
C 2.042174 -3.299355 -4.183531 3.308 1.050 -1.505 0.00
O 2.536607 -2.474387 -4.964633 -1.420 -1.578 1.826 0.00
O 2.771590 -4.001900 -3.236768 0.392 0.801 -0.143 0.00
C 4.184098 -3.682698 -3.107198 0.909 -0.155 -1.085 0.00
H -0.043436 -3.363588 -6.095000 0.310 -0.322 0.251 0.00
H -0.378494 -2.196188 -4.794943 0.497 0.142 -0.163 0.00
H -1.138496 -3.684402 -4.668868 0.337 -0.546 -0.255 0.00
H 4.862388 -4.535894 -3.099411 -0.993 -0.993 0.299 0.00
H 4.509644 -3.137255 -2.221418 -0.978 0.318 0.037 0.00
H 4.587623 -3.210682 -4.002996 -0.686 0.679 0.037 0.00
C 2.460248 -3.365889 0.174302 -0.161 -0.726 -1.224 0.00
O 3.488732 -3.374350 1.154286 1.158 0.546 0.894 0.00
C 4.687485 -4.008645 0.960423 0.505 -1.836 0.284 0.00
O 4.885682 -4.998206 0.234877 -0.211 3.366 2.023 0.00
O 5.579453 -3.420098 1.894577 -1.919 0.086 -1.407 0.00
C 6.879994 -3.960015 2.146394 -0.448 -2.036 -1.539 0.00
H 1.486213 -2.927608 0.391727 0.382 0.483 1.644 0.00
H 2.130699 -4.386562 -0.019928 0.690 -0.014 -0.713 0.00
H 2.771690 -2.729470 -0.653991 0.271 -0.717 -0.493 0.00
H 6.753430 -5.038826 2.055461 0.151 -0.303 0.651 0.00
H 7.286078 -3.691126 3.121532 -0.482 0.361 -0.262 0.00
H 7.567091 -3.805472 1.314461 0.076 0.889 0.142 0.00
C 1.195483 0.153229 5.981909 -0.302 0.971 -0.326 0.01
O 0.256534 0.971298 6.753435 0.080 -1.467 -0.586 0.00
C 0.420875 2.277470 6.700045 2.352 1.361 -0.803 0.00
O 1.324522 2.897176 6.141121 -1.038 -1.435 0.211 0.00
O -0.502758 2.870074 7.409848 -0.700 -1.335 1.137 0.00
C -0.465848 4.248689 7.350324 -0.307 2.722 -0.956 0.00
H 0.752431 -0.812372 5.738174 -0.227 -0.013 0.797 0.00
H 2.137970 0.076649 6.524076 -0.130 -0.128 -0.109 0.00
H 1.346240 0.602255 5.000198 0.295 0.376 0.390 0.00
H -0.817703 4.521501 6.355407 -0.104 0.318 0.065 0.00
H 0.506043 4.731588 7.451968 0.259 -0.639 0.224 0.00
H -1.123457 4.723916 8.078212 -0.131 -0.666 0.118 0.00
C 7.238479 2.970338 0.611540 -1.782 0.481 -1.365 0.00
O 6.368709 2.625763 1.732607 1.642 0.164 0.409 0.00
C 5.116785 3.044519 1.743648 -0.038 0.028 0.387 0.00
O 4.518804 3.594631 0.858235 0.202 0.020 -0.243 0.00
O 4.599099 2.753424 2.957935 0.416 0.103 -0.941 0.00
C 3.225100 3.099360 3.128600 0.224 0.005 1.852 0.00
H 8.319659 2.990389 0.748452 -0.355 -0.820 1.026 0.00
H 7.022325 3.970030 0.234735 -0.372 0.185 0.343 0.00
H 6.901537 2.313585 -0.190491 0.651 -0.212 -0.054 0.00
H 2.637479 2.181477 3.111449 -0.350 0.196 -0.977 0.00
H 2.922168 3.985081 2.570181 -0.138 -0.654 -0.305 0.00
H 3.157954 3.343479 4.188790 0.010 0.317 0.047 0.00
C -2.655495 6.446806 -6.847379 0.667 -0.591 0.045 0.00
O -2.642791 4.988112 -6.812713 -1.641 1.856 -1.437 0.00
C -2.283900 4.376532 -5.723248 3.945 0.510 1.797 0.00
O -1.466649 4.811739 -4.911141 -2.050 -0.414 -0.536 0.00
O -2.714728 3.147419 -5.802756 -1.033 -1.383 -0.274 0.00
C -2.376682 2.154873 -4.848017 -0.268 -0.226 1.051 0.00
H -2.274869 6.859264 -5.912972 -0.059 -0.162 -0.026 0.00
H -3.661715 6.808138 -7.059655 -0.013 -0.313 0.086 0.00
H -1.991591 6.742741 -7.659638 -0.053 -0.009 0.063 0.00
H -3.282750 1.614103 -4.574690 -0.238 0.129 -0.300 0.00
H -2.023599 2.586967 -3.911684 0.423 0.152 -0.369 0.00
H -1.682707 1.407462 -5.232565 0.245 0.460 -0.235 0.00
C 3.811126 0.005289 0.737440 0.397 -0.260 0.872 0.00
O 3.887042 -0.156171 -0.674897 0.025 -0.402 -1.325 0.00
C 5.053874 -0.262077 -1.324734 3.647 1.399 0.851 0.00
O 6.187236 -0.000842 -0.876247 -2.650 -0.721 -0.013 0.00
O 4.915663 -0.578826 -2.606179 -1.989 -0.526 -0.083 0.00
C 6.065965 -0.854004 -3.406466 0.834 0.202 0.650 0.00
H 4.746182 0.324313 1.197866 0.103 0.101 -0.346 0.00
H 3.547025 -0.948765 1.193660 0.096 -0.153 -0.170 0.00
H 3.018792 0.703642 1.006909 0.087 0.235 -0.538 0.00
H 6.793973 -0.067696 -3.206916 0.152 -0.202 -0.171 0.00
H 5.835929 -0.901197 -4.470869 -0.616 0.252 0.343 0.00
H 6.475300 -1.827457 -3.136384 0.115 0.082 0.213 0.00
C -4.390257 4.284811 7.768544 -0.588 1.807 0.106 0.00
O -4.290564 3.069616 7.127503 1.025 -2.161 -1.116 0.00
C -3.584580 2.955331 5.966969 -0.625 2.501 0.787 0.00
O -2.979911 3.868794 5.442241 -0.183 -1.165 0.395 0.00
O -3.810501 1.750437 5.510208 0.407 -0.476 0.679 0.00
C -3.041109 1.242729 4.468509 -0.339 -2.089 -1.580 0.00
H -4.914212 4.965163 7.097201 -0.159 0.289 0.185 0.00
H -3.467058 4.792970 8.047069 0.322 -0.472 -0.118 0.00
H -4.984442 4.117854 8.666969 0.050 -0.017 -0.127 0.00
H -3.103416 0.158436 4.560797 -0.178 -0.140 0.490 0.00
H -1.963312 1.381412 4.383461 -0.104 1.192 0.532 0.00
H -3.561660 1.377042 3.520303 0.295 0.762 -0.191 0.00
C 3.723580 0.483733 -5.311236 1.225 -2.344 1.313 0.00
O 2.862810 1.507533 -5.610670 -1.743 1.682 0.212 0.00
C 1.852480 1.824723 -4.756074 -2.279 2.127 -0.821 0.00
O 1.002189 2.668195 -5.023243 1.753 -1.601 -0.049 0.00
O 1.852044 1.168734 -3.608486 0.793 -1.656 1.360 0.00
C 0.771248 1.186994 -2.651897 -0.290 0.270 -0.187 0.00
H 4.760081 0.659128 -5.599349 -0.170 0.798 -0.232 0.00
H 3.458397 -0.467239 -5.773213 -0.393 0.155 -0.291 0.00
H 3.712037 0.271156 -4.242225 0.140 0.105 -0.177 0.00
H 1.045154 0.783912 -1.676915 1.309 0.367 -0.090 0.00
H 0.003986 0.446535 -2.878012 -0.322 0.364 -1.048 0.00
H 0.389973 2.199090 -2.516281 -0.167 -0.112 -0.305 0.00
C -2.423508 -4.532855 3.012000 -0.134 -0.330 1.823 0.01
O -2.344655 -4.822790 1.658408 -0.158 0.211 -1.353 0.01
C -1.184099 -4.959051 1.018597 1.829 -0.713 0.274 0.00
O -0.061666 -5.042770 1.515771 -1.869 0.465 -0.505 0.00
O -1.462272 -5.039556 -0.282204 -1.147 -0.338 0.319 0.00
C -0.498978 -5.460091 -1.218596 2.321 1.164 -0.318 0.00
H -2.818476 -5.383539 3.567359 0.253 -0.522 -0.165 0.00
H -3.211059 -3.814049 3.238253 0.331 0.561 -0.556 0.00
H -1.462805 -4.297151 3.469802 0.058 0.211 -0.221 0.00
H 0.464765 -5.019924 -0.962520 0.094 -0.007 0.303 0.00
H -0.669153 -4.966773 -2.175556 -0.745 -0.424 0.043 0.00
H -0.261956 -6.520396 -1.306193 -0.923 -0.154 0.213 0.00
C -6.750604 -3.637443 -8.283815 -0.570 0.671 -0.561 0.00
O -5.717195 -3.579062 -7.326317 1.712 -0.901 1.470 0.00
C -5.702159 -2.656880 -6.381036 -3.584 5.562 0.864 0.00
O -6.551261 -1.670665 -6.405772 3.652 -4.118 0.543 0.00
O -4.726508 -2.808979 -5.446628 0.080 -1.732 -1.665 0.00
C -4.425486 -1.992146 -4.318289 -1.500 1.615 0.790 0.00
H -7.698761 -3.981519 -7.870633 0.155 -0.043 0.277 0.00
H -6.416390 -4.330051 -9.056272 0.062 0.069 0.193 0.00
H -6.918834 -2.649397 -8.712262 0.036 -0.033 -0.012 0.00
H -3.841959 -1.095522 -4.527212 -0.085 -0.127 -0.675 0.00
H -3.898726 -2.441685 -3.476539 0.169 -1.189 -0.973 0.00
H -5.346174 -1.662418 -3.836922 -0.281 0.227 -0.369 0.00
```
Positions in Å, forces in eV/Å.

Values from the calculation:
Multiplicity: 2
Orbital gap (alpha / beta) in eV: 6.2 / 2.1

***

[2]
Molecular formula: C35H32CsIN6O6
Method: DFT, ωB97M-V/def2-TZVPD

```
81
Properties=species:S:1:pos:R:3:forces:R:3:mulliken_charge:R:1
Cs -0.042949 0.568923 -0.246137 1.012 -0.713 -0.253 1.61
O 2.057951 -0.897877 0.908563 0.398 0.069 0.409 -0.76
C 1.826151 -1.586777 -0.114137 1.023 -0.896 -0.116 -0.98
N 0.727851 -2.216077 -0.350737 -0.463 -0.235 0.310 0.17
C 0.526751 -2.945877 -1.519237 -0.116 -0.147 -0.440 -0.27
C 1.172051 -4.156477 -1.715137 0.084 -0.070 -0.035 0.03
C 0.933351 -4.936377 -2.836337 0.159 -0.215 0.034 -0.71
C 0.011751 -4.502777 -3.770337 -0.021 -0.147 -0.154 -0.77
C -0.664749 -3.310777 -3.580637 -0.087 0.066 -0.091 -0.60
C -0.424749 -2.489477 -2.471637 0.171 -0.553 -0.116 0.04
N -0.970049 -1.243577 -2.329837 0.089 0.554 0.072 0.28
C -2.206349 -0.973277 -2.685537 0.266 -0.613 -0.022 -0.21
O -3.125349 -1.773277 -2.964637 -0.233 -0.073 -0.317 -0.83
C -2.546049 0.499923 -2.738137 -0.637 0.161 -0.403 0.57
C -3.858549 0.830023 -3.089537 0.020 -0.077 -0.116 -0.41
C -4.212149 2.154523 -3.224537 0.026 0.084 0.024 -0.57
C -3.253349 3.124023 -2.971237 -0.015 -0.031 -0.051 -0.73
C -1.976149 2.701523 -2.630337 -0.102 0.617 -0.103 -0.43
N -1.622449 1.432023 -2.537637 -0.005 -0.372 -0.250 -0.17
C 2.981751 -1.645477 -1.102637 0.252 -0.127 0.185 1.13
C 4.084351 -2.460077 -0.829137 0.000 0.021 0.024 -0.52
C 5.153151 -2.468077 -1.701137 -0.018 -0.016 0.013 -0.41
C 5.102551 -1.653377 -2.823237 0.058 -0.013 -0.012 -0.47
C 3.984351 -0.854577 -2.989637 0.315 0.015 -0.272 -0.52
N 2.955851 -0.847077 -2.161137 -0.587 0.222 0.161 -0.34
H 1.880551 -4.484277 -0.964537 0.004 -0.023 0.079 0.43
H 1.460151 -5.875077 -2.962937 0.008 -0.031 -0.039 0.35
H -0.182049 -5.102977 -4.653237 -0.056 0.013 -0.023 0.34
H -1.394749 -2.980977 -4.306037 -0.044 0.026 -0.005 0.44
H -4.557049 0.025523 -3.265137 0.052 -0.048 -0.002 0.56
H -5.215949 2.429323 -3.529137 -0.040 0.022 0.050 0.38
H -3.487449 4.178023 -3.046037 0.076 0.031 0.024 0.40
H -1.198949 3.426723 -2.427037 0.047 0.076 0.139 0.57
H 4.092151 -3.072077 0.060063 -0.068 -0.064 0.106 0.41
H 6.017151 -3.096077 -1.512337 -0.034 -0.013 -0.008 0.39
H 5.911051 -1.642477 -3.541337 0.011 0.072 -0.046 0.37
H 3.908251 -0.173577 -3.830237 0.041 -0.012 -0.094 0.39
O -1.254449 -3.237777 1.361063 0.111 0.018 0.076 -0.68
C -2.303449 -3.267977 0.442263 0.049 -0.336 -0.065 -0.75
C -3.112949 -1.999077 0.337063 -0.348 -0.245 0.098 0.77
C -4.302749 -2.012277 -0.392037 -0.019 0.192 0.152 -0.61
C -4.998049 -0.831877 -0.550937 -0.022 -0.130 0.120 -0.36
C -4.495749 0.322823 0.029463 -0.147 -0.037 0.139 -0.52
C -3.340149 0.218723 0.783363 -0.424 0.405 -0.056 -0.92
N -2.666449 -0.910177 0.939563 0.391 -0.194 0.092 -0.39
H -0.512749 -2.768277 0.913463 0.055 0.051 0.088 0.55
H -2.971349 -4.091177 0.739163 0.016 0.131 -0.137 0.43
H -1.931049 -3.491377 -0.568637 -0.127 -0.058 0.028 0.11
H -4.649949 -2.924877 -0.848637 0.037 -0.125 -0.121 0.28
H -5.909549 -0.806677 -1.134837 -0.009 0.002 -0.058 0.33
H -4.988549 1.276023 -0.110337 0.063 0.046 0.055 0.42
H -2.919249 1.088523 1.263363 0.079 0.173 0.011 1.13
C 4.233151 -0.909877 2.935363 0.081 -0.099 -0.272 -1.03
N 3.484351 0.208623 3.462063 -0.082 -0.367 0.196 0.12
C 2.419551 -0.185477 4.355563 -0.204 0.151 0.160 -1.05
C 3.344851 1.381723 2.790363 0.494 0.315 0.052 0.88
C 4.128151 1.516423 1.507363 -0.220 0.114 -0.130 -0.73
O 2.662651 2.291023 3.230563 -0.289 0.237 -0.109 -0.68
H 4.353551 -1.642377 3.735863 0.080 0.032 -0.013 0.34
H 5.218951 -0.589877 2.602263 0.071 -0.049 0.016 0.29
H 3.691651 -1.362377 2.099163 0.099 -0.070 0.065 0.38
H 2.832951 -0.611677 5.273163 -0.029 -0.029 0.020 0.31
H 1.782851 -0.922577 3.858063 -0.034 -0.043 0.046 0.30
H 1.826251 0.693223 4.594063 0.003 -0.057 0.054 0.35
H 5.204951 1.456523 1.666763 0.025 -0.039 0.037 0.33
H 3.877151 2.473823 1.055263 0.036 -0.004 0.076 0.32
H 3.807851 0.713123 0.845363 0.102 -0.082 -0.127 -0.02
I -1.727049 6.116323 6.424063 0.067 -0.142 -0.370 -0.05
C -1.421349 5.324323 4.467663 -0.151 0.295 0.642 0.10
C -0.355349 5.777523 3.720963 0.189 0.148 0.014 -0.49
C -0.172349 5.264223 2.447863 -0.041 -0.006 -0.067 -0.29
C -1.032349 4.303123 1.942463 0.115 -0.156 -0.238 0.28
C -2.096449 3.871023 2.719163 -0.009 -0.016 -0.026 -0.11
C -2.307849 4.384023 3.986863 -0.184 -0.079 0.079 -0.68
C -0.812349 3.687623 0.546063 -0.359 0.787 0.799 0.02
O -0.232949 4.391923 -0.285837 0.449 0.297 -0.445 -0.78
O -1.272749 2.540823 0.418463 -1.606 1.460 0.484 -0.58
H 0.325851 6.514623 4.120963 0.036 0.021 0.035 0.35
H 0.645051 5.598923 1.828463 0.098 0.023 -0.079 0.41
H -2.758149 3.120223 2.313563 -0.017 -0.090 -0.008 0.37
H -3.142449 4.048723 4.586763 -0.011 -0.005 0.026 0.36
```
Positions in Å, forces in eV/Å.

Values from the calculation:
Multiplicity: 1
Orbital gap in eV: 5.1
Net charge: -2